ORCA calculation (the ωB97M-V functional and the def2-TZVPD basis) on a cluster of 3 separate species, C25H48N2O7S in total.

Structure (ORCA input):
```
! RIJCOSX wB97M-V def2-TZVPD def2/J DEFGRID3
* xyz 0 3
O 2.19 2.54 4.72
C 1.93 3.06 3.61
O 2.72 4.10 3.00
C 1.94 4.63 1.87
C 1.16 3.34 1.23
C 0.71 2.69 2.62
C 0.11 1.20 2.68
C -0.19 0.51 1.26
C 1.09 0.12 0.38
S 2.50 -0.61 1.33
O 3.12 0.30 2.35
O 2.09 -1.96 1.82
O 3.72 -0.89 0.17
H 2.77 4.78 1.07
H 1.34 5.59 2.04
H 0.33 3.86 0.65
H 2.03 2.86 0.64
H -0.14 3.40 2.95
H -0.90 1.28 3.23
H 0.76 0.51 3.34
H -0.73 -0.50 1.51
H -0.98 1.10 0.66
H 1.51 0.97 -0.26
H 0.74 -0.69 -0.36
H 3.35 -1.49 -0.52
C 3.09 4.52 -4.56
C 2.58 3.24 -3.84
C 3.17 2.00 -4.54
C 2.58 1.76 -5.92
C 1.06 1.68 -5.85
C 0.38 2.84 -5.09
N 1.08 3.22 -3.82
O 0.70 2.32 -2.87
C 0.29 4.09 -6.00
C -1.11 2.45 -4.88
C 3.19 3.36 -2.42
H 4.16 4.67 -4.36
H 3.01 4.48 -5.64
H 2.56 5.41 -4.20
H 3.00 1.11 -3.92
H 4.26 2.10 -4.63
H 2.89 2.55 -6.62
H 2.97 0.83 -6.33
H 0.66 1.62 -6.87
H 0.80 0.73 -5.37
H -0.11 4.95 -5.44
H -0.39 3.92 -6.84
H 1.23 4.39 -6.45
H -1.21 1.50 -4.36
H -1.62 2.33 -5.84
H -1.64 3.22 -4.31
H 2.80 4.24 -1.90
H 4.27 3.46 -2.47
H 2.99 2.48 -1.80
C -2.45 -5.13 5.25
C -2.65 -3.81 4.47
C -4.15 -3.60 4.20
C -4.69 -4.58 3.16
C -3.88 -4.50 1.87
C -2.35 -4.60 2.07
N -1.84 -3.80 3.22
O -1.74 -2.50 2.81
C -1.93 -6.08 2.26
C -1.69 -4.21 0.71
C -2.18 -2.73 5.49
H -2.84 -5.05 6.27
H -2.99 -5.98 4.82
H -1.39 -5.39 5.32
H -4.34 -2.58 3.85
H -4.73 -3.72 5.12
H -4.69 -5.60 3.54
H -5.74 -4.33 2.94
H -4.22 -5.28 1.19
H -4.12 -3.54 1.38
H -0.86 -6.15 2.48
H -2.11 -6.65 1.34
H -2.48 -6.60 3.04
H -2.00 -3.23 0.37
H -1.97 -4.92 -0.07
H -0.59 -4.23 0.79
H -1.12 -2.85 5.72
H -2.74 -2.81 6.43
H -2.34 -1.71 5.13
*
```

The HOMO energy (alpha / beta) comes out at -8.93 / -9.58 eV. The orbital gap (alpha / beta) comes out at 9.189 / 9.054 eV. The energy relative to the best compared isomer or geometry (same formula, charge and spin) comes out at 85.0 kcal/mol. Its expectation value of S² is 2.009.

Here are the Löwdin charges for atoms 1 to 5, given in e:
1. O 0.07
2. C -0.32
3. O -0.04
4. C -0.16
5. C -0.12



ORCA calculation (the ωB97M-V functional and the def2-TZVPD basis) on a cluster of 4 separate species, C25H48O8 in total.

Structure (ORCA input):
```
! RIJCOSX wB97M-V def2-TZVPD def2/J DEFGRID3
* xyz 0 1
C 3.64 4.55 0.86
O 2.92 4.35 -0.34
C 2.54 3.00 -0.57
C 1.02 2.91 -0.48
C 0.55 2.44 0.87
C 1.06 1.14 1.31
O -0.29 1.35 0.84
C 3.11 2.55 -1.96
C 2.25 2.98 -3.13
C 2.88 2.50 -4.47
C 2.00 1.44 -5.16
C 2.80 0.29 -5.75
O 2.67 -0.85 -4.87
C 3.30 -1.94 -5.43
C 4.65 -2.23 -4.86
O 2.77 -2.61 -6.31
O 4.36 3.18 -2.17
C 5.48 2.45 -1.69
H 3.23 3.98 1.69
H 3.55 5.60 1.11
H 4.69 4.29 0.72
H 3.03 2.38 0.18
H 0.64 3.92 -0.56
H 0.57 2.23 -1.18
H 0.40 3.19 1.62
H 1.69 0.64 0.59
H 0.93 0.82 2.32
H 3.25 1.47 -1.97
H 1.25 2.59 -3.06
H 2.23 4.06 -3.11
H 3.82 2.03 -4.22
H 3.02 3.37 -5.09
H 1.43 1.90 -5.96
H 1.28 1.03 -4.46
H 2.46 0.03 -6.75
H 3.85 0.56 -5.81
H 5.22 -1.31 -4.87
H 5.15 -2.98 -5.44
H 4.56 -2.57 -3.84
H 6.04 2.06 -2.53
H 5.20 1.65 -1.01
H 6.14 3.13 -1.16
C 0.56 -2.70 -3.25
C -0.76 -2.64 -2.49
C -0.44 -3.47 -1.25
O 0.96 -3.30 -1.00
C 1.57 -2.66 -2.12
H 0.69 -1.90 -3.97
H 0.63 -3.65 -3.79
H -0.98 -1.61 -2.20
H -1.61 -3.03 -3.05
H -0.63 -4.54 -1.43
H -1.01 -3.16 -0.38
H 1.81 -1.63 -1.85
H 2.50 -3.18 -2.36
C -4.71 -1.96 2.98
C -3.28 -1.45 3.14
C -2.50 -2.40 2.24
O -3.40 -2.79 1.19
C -4.73 -2.37 1.52
H -5.47 -1.22 3.23
H -4.86 -2.83 3.62
H -3.21 -0.43 2.75
H -2.92 -1.45 4.17
H -2.20 -3.30 2.79
H -1.61 -1.94 1.81
H -4.99 -1.53 0.87
H -5.42 -3.19 1.32
C -6.39 0.06 7.85
C -5.17 -0.86 8.02
C -5.25 -1.70 6.75
O -5.83 -0.87 5.75
C -6.38 0.31 6.35
H -6.33 0.97 8.44
H -7.30 -0.47 8.14
H -4.26 -0.27 8.02
H -5.20 -1.46 8.93
H -5.89 -2.58 6.89
H -4.27 -2.04 6.41
H -5.73 1.16 6.10
H -7.37 0.49 5.95
*
```

The HOMO energy comes out at -9.14 eV. The orbital gap comes out at 9.775 eV. As for the structure (SMILES): CO[C@@H](C[C@@H]1CO1)[C@@H](CCCCOC(C)=O)OC.C1CCOC1.C1CCOC1.C1CCOC1.

Here are the Löwdin charges for atoms 1 to 5, given in e:
1. C -0.08
2. O -0.15
3. C -0.28
4. C -0.07
5. C -0.34



ORCA calculation (the ωB97M-V functional and the def2-TZVPD basis) on a structure of composition C25H48OP2Tm.

Structure (ORCA input):
```
! RIJCOSX wB97M-V def2-TZVPD def2/J DEFGRID3
* xyz 1 3
Tm 0.05 0.13 -0.04
C 0.76 1.57 -2.05
C -0.41 2.21 -1.53
C 1.26 2.34 0.07
C 1.79 1.68 -1.08
C -0.11 2.66 -0.20
C 0.94 1.05 -3.43
H -0.01 0.69 -3.85
H 1.64 0.21 -3.46
H 1.32 1.81 -4.13
C 3.23 1.36 -1.28
H 3.39 0.90 -2.26
H 3.62 0.69 -0.50
H 3.83 2.29 -1.24
C 2.06 2.81 1.23
H 2.27 3.89 1.15
H 3.03 2.30 1.27
H 1.55 2.66 2.19
C -0.99 3.46 0.69
H -0.92 4.54 0.48
H -0.73 3.32 1.75
H -2.04 3.17 0.57
C -1.64 2.45 -2.30
H -1.56 3.27 -3.03
H -2.48 2.66 -1.64
H -1.92 1.55 -2.87
C -2.93 -1.39 -0.75
C -2.79 -0.62 -1.85
C -3.97 -0.02 -2.57
C -4.70 1.18 -1.90
C -4.29 1.58 -0.51
C -4.44 0.78 0.55
C -5.10 -0.57 0.45
C -4.27 -1.73 -0.18
H -4.74 -0.79 -2.76
H -5.78 0.93 -1.91
H -3.63 0.31 -3.56
H -4.92 -2.17 -0.95
H -2.07 -1.90 -0.30
H -1.83 -0.53 -2.36
H -4.14 -2.50 0.59
H -5.38 -0.88 1.47
H -4.17 1.10 1.56
H -6.04 -0.49 -0.12
H -4.58 2.06 -2.55
H -4.01 2.64 -0.38
P 0.74 -2.34 -1.38
C 2.52 -2.41 -1.84
H 2.75 -3.44 -2.13
H 3.16 -2.11 -1.00
H 2.71 -1.73 -2.68
C 0.64 -3.76 -0.23
H 1.21 -4.61 -0.63
H -0.41 -4.06 -0.10
H 1.05 -3.48 0.75
C -0.04 -3.04 -2.88
H -1.09 -3.27 -2.66
H 0.49 -3.96 -3.17
H 0.01 -2.31 -3.70
P -1.01 -0.25 2.61
C -1.85 1.17 3.39
H -2.43 0.82 4.26
H -2.53 1.66 2.68
H -1.10 1.91 3.71
C -2.16 -1.63 2.97
H -3.16 -1.39 2.59
H -2.19 -1.79 4.05
H -1.81 -2.55 2.48
C 0.27 -0.59 3.89
H -0.19 -0.66 4.88
H 1.01 0.22 3.88
H 0.78 -1.53 3.64
C 2.83 -0.94 1.55
O 1.62 -0.58 0.92
H 3.57 -0.14 1.44
H 3.22 -1.86 1.09
H 2.65 -1.10 2.62
*
```

The HOMO energy (alpha / beta) comes out at -10.40 / -10.43 eV. The orbital gap (alpha / beta) comes out at 8.290 / 8.349 eV. The energy relative to the best compared isomer or geometry (same formula, charge and spin) comes out at 0.0 kcal/mol. Its expectation value of S² is 2.002.

Here are the Löwdin charges for atoms 1 to 5, given in e:
1. Tm 1.10
2. C -0.31
3. C -0.29
4. C -0.32
5. C -0.31